Entry 1:
Formula: C20H25Cl2MoN2O2SeSi
Source: OMol25
Level of theory: ωB97M-V/def2-TZVPD

Geometry (Å):
Mo  0.13  -1.21  0.46
O  1.73  -0.89  1.26
C  3.04  -0.71  0.96
C  3.89  -0.14  1.89
C  5.23  0.03  1.55
C  5.72  -0.38  0.31
C  4.87  -0.97  -0.60
C  3.51  -1.14  -0.29
C  2.65  -1.80  -1.21
N  1.37  -2.02  -1.09
C  0.71  -2.71  -2.21
C  -0.53  -3.38  -1.67
N  -1.16  -2.46  -0.70
C  -2.45  -2.48  -0.60
C  -3.25  -1.83  0.38
C  -4.65  -1.90  0.30
C  -5.43  -1.36  1.29
C  -4.83  -0.76  2.40
C  -3.45  -0.70  2.52
C  -2.67  -1.22  1.50
O  -1.33  -1.18  1.58
H  3.51  0.16  2.86
H  5.90  0.47  2.27
H  6.76  -0.24  0.06
H  5.24  -1.31  -1.56
H  3.13  -2.20  -2.11
H  1.38  -3.45  -2.64
H  0.46  -1.97  -2.98
H  -0.27  -4.30  -1.14
H  -1.23  -3.63  -2.46
H  -2.99  -3.11  -1.32
H  -5.11  -2.40  -0.55
H  -6.51  -1.41  1.23
H  -5.44  -0.35  3.18
H  -2.97  -0.26  3.39
C  1.05  5.94  -1.03
Si  -0.59  5.46  -1.66
C  -2.09  5.77  -0.67
C  -0.75  4.75  -3.33
Se  -0.26  0.65  -0.65
H  1.27  6.95  -1.40
H  1.84  5.29  -1.40
H  1.08  5.99  0.06
H  -2.54  6.70  -1.04
H  -1.88  5.91  0.38
H  -2.84  4.99  -0.82
H  -1.05  5.56  -4.01
H  -1.54  4.00  -3.38
H  0.19  4.34  -3.70
Cl  0.55  -3.91  1.58
C  0.64  -3.94  3.39
Cl  0.76  -2.33  4.06
H  1.52  -4.51  3.63
H  -0.27  -4.42  3.73

Summary:
- net charge = +3



Entry 2:
Formula: C20H25Cl2PY
Source: OMol25
Level of theory: ωB97M-V/def2-TZVPD

Geometry (Å):
Y  2.10  0.27  -2.20
Cl  1.43  -2.13  -1.91
Cl  1.68  2.09  -0.53
C  4.06  -0.24  -1.50
H  4.76  0.42  -0.96
H  4.47  -1.27  -1.56
C  -1.47  1.35  -2.85
C  -0.34  1.13  -3.45
H  -1.54  2.06  -2.02
C  -0.11  0.00  -4.43
H  0.51  1.85  -3.35
C  -1.43  -0.49  -5.08
H  0.61  0.29  -5.22
H  0.33  -0.89  -3.91
C  -2.57  -0.58  -4.07
H  -1.70  0.21  -5.88
H  -1.28  -1.47  -5.55
C  -2.77  0.71  -3.25
H  -3.51  -0.82  -4.59
H  -2.37  -1.41  -3.37
H  -3.37  1.41  -3.86
H  -3.37  0.47  -2.36
C  -0.38  -2.36  1.35
P  0.11  -0.62  1.05
C  -1.15  0.27  2.04
C  -2.00  -0.35  2.97
C  -2.91  0.41  3.70
C  -3.01  1.79  3.48
C  -2.20  2.41  2.53
C  -1.28  1.65  1.79
C  1.57  -0.50  2.17
C  2.78  -1.02  1.68
C  3.94  -0.96  2.46
C  3.91  -0.36  3.72
C  2.71  0.18  4.20
C  1.54  0.09  3.45
H  -1.47  -2.46  1.23
H  -0.08  -2.67  2.36
H  0.13  -2.97  0.60
H  -1.93  -1.43  3.15
H  -3.54  -0.08  4.45
H  -3.74  2.38  4.04
H  -2.27  3.48  2.36
H  -0.64  2.13  1.05
H  2.83  -1.42  0.67
H  4.87  -1.39  2.07
H  4.81  -0.31  4.33
H  2.68  0.68  5.18
H  0.60  0.49  3.85

Summary:
- net charge = -1



Entry 3:
Formula: C20H25F15O10
Source: OMol25
Level of theory: ωB97M-V/def2-TZVPD

Geometry (Å):
C  2.68  1.70  5.32
C  2.94  0.44  6.09
O  2.82  0.58  7.50
C  3.78  1.06  8.27
O  4.83  1.50  7.90
C  3.36  1.02  9.76
F  4.42  0.64  10.47
F  3.10  2.26  10.19
F  2.31  0.25  10.02
H  1.71  2.14  5.52
H  2.57  1.45  4.26
H  3.53  2.37  5.41
H  3.94  0.08  5.82
H  2.36  -0.41  5.72
C  -1.15  2.72  2.28
C  0.34  2.75  2.55
O  1.08  3.11  1.38
C  2.41  3.23  1.44
O  3.04  3.13  2.45
C  3.07  3.64  0.10
F  3.61  4.85  0.20
F  4.06  2.81  -0.26
F  2.15  3.64  -0.87
H  -1.39  1.95  1.54
H  -1.48  3.68  1.88
H  -1.73  2.50  3.18
H  0.58  1.73  2.84
H  0.48  3.45  3.38
C  -1.77  0.48  -1.24
C  -0.31  0.51  -0.87
O  -0.18  -0.18  0.35
C  1.02  -0.51  0.82
O  2.09  -0.37  0.29
C  0.98  -1.19  2.16
F  1.49  -2.41  2.24
F  1.66  -0.40  3.02
F  -0.28  -1.25  2.62
H  -1.94  0.71  -2.29
H  -2.23  1.27  -0.63
H  -2.32  -0.42  -0.97
H  0.02  1.55  -0.82
H  0.33  0.04  -1.64
C  -1.73  -0.80  -10.42
C  -1.57  0.26  -9.37
O  -1.91  -0.30  -8.08
C  -1.99  0.52  -6.98
O  -1.91  1.70  -7.00
C  -2.36  -0.25  -5.71
F  -1.37  -0.22  -4.83
F  -3.43  0.36  -5.15
F  -2.70  -1.51  -5.95
H  -1.72  -0.41  -11.44
H  -2.73  -1.23  -10.33
H  -0.94  -1.54  -10.28
H  -2.11  1.17  -9.61
H  -0.53  0.59  -9.30
C  -2.16  -2.76  -3.03
C  -2.52  -3.90  -2.12
O  -2.07  -3.67  -0.79
C  -2.43  -4.56  0.13
O  -3.28  -5.38  -0.06
C  -1.82  -4.47  1.58
F  -0.96  -3.44  1.70
F  -2.78  -4.41  2.47
F  -1.09  -5.56  1.79
H  -1.10  -2.53  -2.94
H  -2.81  -1.89  -2.92
H  -2.37  -3.04  -4.07
H  -1.99  -4.78  -2.51
H  -3.59  -4.06  -2.17

Summary:
- energy relative to the best compared isomer or geometry (same formula, charge and spin) (eV) = 1.311
- SMILES = CCOC(=O)C(F)(F)F.CCOC(=O)C(F)(F)F.CCOC(=O)C(F)(F)F.CCOC(=O)C(F)(F)F.CCOC(=O)C(F)(F)F



Entry 4:
Formula: C20H25F15O10
Source: OMol25
Level of theory: ωB97M-V/def2-TZVPD

Geometry (Å):
C  11.94  -1.21  7.17
C  11.19  -2.49  7.37
O  12.15  -3.56  7.28
C  11.70  -4.78  7.09
O  10.56  -5.14  7.09
C  12.83  -5.75  6.69
F  12.79  -6.86  7.45
F  12.64  -6.10  5.41
F  14.05  -5.20  6.80
H  12.53  -1.24  6.25
H  12.54  -0.96  8.04
H  11.24  -0.38  7.02
H  10.36  -2.66  6.68
H  10.71  -2.57  8.35
C  4.28  -8.36  7.57
C  3.54  -7.32  6.78
O  2.22  -7.19  7.34
C  2.05  -6.31  8.30
O  2.90  -5.65  8.83
C  0.57  -6.22  8.73
F  0.30  -5.02  9.20
F  -0.28  -6.51  7.75
F  0.37  -7.11  9.73
H  5.29  -8.54  7.19
H  3.78  -9.33  7.58
H  4.42  -8.01  8.60
H  3.37  -7.65  5.76
H  4.08  -6.38  6.77
C  7.54  -10.45  7.49
C  7.84  -9.69  8.77
O  9.24  -9.43  8.83
C  9.81  -9.35  10.01
O  9.26  -9.32  11.07
C  11.35  -9.34  9.89
F  11.84  -8.26  10.50
F  11.86  -10.42  10.51
F  11.76  -9.33  8.63
H  8.14  -11.36  7.47
H  7.82  -9.88  6.61
H  6.49  -10.72  7.47
H  7.49  -10.30  9.60
H  7.30  -8.74  8.79
C  10.20  -3.98  3.33
C  8.98  -4.09  4.22
O  8.39  -5.38  3.99
C  7.43  -5.72  4.82
O  6.90  -5.03  5.64
C  7.03  -7.20  4.71
F  7.31  -7.83  5.86
F  5.71  -7.28  4.49
F  7.66  -7.84  3.73
H  9.92  -4.28  2.32
H  11.03  -4.60  3.64
H  10.55  -2.95  3.29
H  8.31  -3.24  4.06
H  9.26  -4.02  5.27
C  17.92  -1.53  4.44
C  17.14  -2.74  4.94
O  16.15  -3.13  3.98
C  14.94  -2.63  4.09
O  14.57  -1.85  4.90
C  14.00  -3.20  3.01
F  14.65  -3.53  1.89
F  13.42  -4.31  3.50
F  13.05  -2.32  2.69
H  17.96  -1.57  3.35
H  18.94  -1.51  4.83
H  17.39  -0.63  4.74
H  16.65  -2.50  5.89
H  17.72  -3.63  5.16

Summary:
- energy relative to the best compared isomer or geometry (same formula, charge and spin) (eV) = 0.322
- SMILES = CCOC(=O)C(F)(F)F.CCOC(=O)C(F)(F)F.CCOC(=O)C(F)(F)F.CCOC(=O)C(F)(F)F.CCOC(=O)C(F)(F)F



Entry 5:
Formula: C20H25F6NO20
Source: OMol25
Level of theory: ωB97M-V/def2-TZVPD

Geometry (Å):
N  -1.05  0.30  -0.58
H  -2.02  0.29  -0.96
H  -0.41  -0.02  -1.31
H  -0.92  -0.23  0.28
H  -0.81  1.28  -0.41
C  -5.46  1.71  -2.75
C  -3.99  1.30  -2.83
O  -3.41  0.71  -1.87
O  -3.49  1.43  -3.97
H  -5.94  1.33  -3.63
H  -5.52  2.77  -2.47
H  -5.90  1.27  -1.84
C  4.41  -0.97  0.72
C  4.24  -1.06  2.25
O  3.15  -0.19  2.44
C  2.46  0.00  1.29
O  1.39  0.50  1.25
O  3.15  -0.49  0.26
F  5.32  -0.59  2.89
H  4.61  -1.92  0.22
H  5.19  -0.29  0.39
H  4.03  -2.11  2.49
C  1.05  -4.36  0.62
C  0.11  -3.29  1.20
O  -0.81  -3.10  0.14
C  -0.61  -4.00  -0.85
O  -1.24  -4.03  -1.85
O  0.34  -4.88  -0.50
F  0.71  -2.11  1.43
H  1.35  -5.13  1.33
H  1.93  -3.83  0.27
H  -0.39  -3.61  2.11
C  -4.31  -2.80  1.30
C  -3.60  -1.60  0.73
O  -2.70  -1.23  1.76
C  -2.98  -1.91  2.89
O  -2.32  -1.82  3.88
O  -3.99  -2.75  2.69
F  -4.43  -0.55  0.50
H  -4.01  -3.75  0.86
H  -5.39  -2.83  1.16
H  -3.12  -1.80  -0.23
C  3.56  3.87  -1.59
C  3.69  2.38  -1.44
O  2.37  1.95  -1.55
C  1.55  2.95  -1.19
O  0.39  2.90  -0.95
O  2.23  4.12  -1.13
F  4.24  2.07  -0.22
H  3.82  4.22  -2.59
H  4.26  4.44  -0.96
H  4.28  1.89  -2.21
C  -2.17  4.33  4.55
C  -2.52  3.03  5.22
O  -2.73  2.17  4.11
C  -1.97  2.62  3.10
O  -1.82  2.06  2.07
O  -1.52  3.86  3.37
F  -3.66  3.07  5.97
H  -1.47  4.94  5.12
H  -3.08  4.90  4.38
H  -1.74  2.64  5.89
C  2.83  -0.54  -4.99
C  3.58  -1.59  -4.13
O  2.86  -1.46  -2.91
C  1.66  -0.92  -3.10
O  0.74  -1.00  -2.36
O  1.62  -0.28  -4.28
F  4.85  -1.23  -3.92
H  2.59  -0.83  -6.01
H  3.42  0.37  -5.01
H  3.48  -2.58  -4.57

Summary:
- energy relative to the best compared isomer or geometry (same formula, charge and spin) (eV) = 0.719



Entry 6:
Formula: C20H25FN2O5S
Source: OMol25
Level of theory: ωB97M-V/def2-TZVPD

Geometry (Å):
C  -3.32  -1.92  2.13
O  -3.90  -1.98  0.85
C  -4.80  -0.91  0.61
C  -5.17  -0.89  -0.87
C  -4.07  -0.26  -1.72
N  -2.82  -0.98  -1.53
C  -1.64  -0.39  -1.77
O  -1.51  0.67  -2.35
C  -0.43  -1.20  -1.31
C  0.44  -0.32  -0.39
N  -0.21  -0.19  0.90
S  -1.11  1.16  1.26
O  -2.34  1.13  0.52
O  -1.21  1.17  2.69
C  -0.13  2.55  0.70
C  -0.31  3.03  -0.59
C  0.50  4.07  -1.03
C  1.45  4.59  -0.16
F  2.24  5.59  -0.58
C  1.63  4.10  1.13
C  0.82  3.06  1.55
C  1.83  -0.87  -0.22
C  2.04  -2.09  0.41
C  3.32  -2.59  0.57
C  4.42  -1.87  0.10
O  5.63  -2.45  0.31
C  6.79  -1.79  -0.15
C  4.22  -0.65  -0.53
C  2.93  -0.16  -0.68
H  -4.08  -1.98  2.92
H  -2.75  -0.99  2.27
H  -2.65  -2.77  2.21
H  -5.71  -1.05  1.23
H  -4.34  0.04  0.89
H  -6.09  -0.33  -1.01
H  -5.34  -1.92  -1.20
H  -4.34  -0.28  -2.78
H  -3.91  0.79  -1.42
H  -2.87  -1.71  -0.83
H  0.16  -1.46  -2.19
H  -0.73  -2.11  -0.79
H  0.50  0.67  -0.87
H  0.38  -0.41  1.69
H  -1.06  2.59  -1.23
H  0.40  4.48  -2.02
H  2.38  4.54  1.77
H  0.91  2.65  2.55
H  1.20  -2.65  0.78
H  3.49  -3.53  1.06
H  7.62  -2.43  0.12
H  6.91  -0.82  0.34
H  6.77  -1.65  -1.23
H  5.04  -0.07  -0.90
H  2.78  0.79  -1.17

Summary:
- energy relative to the best compared isomer or geometry (same formula, charge and spin) (eV) = 0.000
- SMILES = COCCCNC(=O)C[C@@H](NS(=O)(=O)c1ccc(F)cc1)c1ccc(OC)cc1



Entry 7:
Formula: C20H25N
Source: OMol25
Level of theory: ωB97M-V/def2-TZVPD

Geometry (Å):
C  5.17  -0.84  5.22
N  4.28  -0.33  4.16
C  2.84  -0.64  4.34
C  2.05  -0.15  3.15
C  0.56  -0.56  3.27
C  -0.21  -0.12  2.08
C  -0.90  1.10  2.04
C  -1.64  1.48  0.92
C  -1.68  0.61  -0.19
C  -0.91  -0.57  -0.23
C  -0.83  -1.54  -1.38
C  -1.19  -1.36  -2.69
C  -1.63  -0.13  -3.32
C  -0.68  0.92  -3.46
C  0.75  0.80  -2.94
C  -1.08  2.14  -4.03
C  -2.36  2.28  -4.51
C  -3.26  1.21  -4.46
C  -2.95  0.02  -3.84
C  -4.02  -1.00  -3.63
C  -0.15  -0.92  0.91
H  6.20  -0.52  5.12
H  4.80  -0.46  6.20
H  5.15  -1.93  5.21
H  4.61  -0.65  3.23
H  2.46  -0.17  5.25
H  2.76  -1.73  4.45
H  2.14  0.97  3.08
H  2.49  -0.60  2.26
H  0.54  -1.67  3.38
H  0.11  -0.12  4.16
H  -0.88  1.73  2.94
H  -2.21  2.39  0.89
H  -2.32  0.84  -1.02
H  -0.49  -2.53  -1.07
H  -1.10  -2.21  -3.38
H  1.32  1.66  -3.24
H  0.75  0.75  -1.85
H  1.27  -0.11  -3.34
H  -0.41  3.01  -4.10
H  -2.64  3.22  -4.95
H  -4.25  1.37  -4.87
H  -3.63  -2.04  -3.75
H  -4.87  -0.86  -4.32
H  -4.39  -0.90  -2.63
H  0.43  -1.83  0.92

Summary:
- energy relative to the best compared isomer or geometry (same formula, charge and spin) (eV) = 0.000
- SMILES = CNCCCc1cccc(/C=C\c2c(C)cccc2C)c1



Entry 8:
Formula: C20H25N3O4
Source: OMol25
Level of theory: ωB97M-V/def2-TZVPD

Geometry (Å):
C  7.91  -4.85  0.03
C  6.78  -4.22  0.29
C  5.42  -4.83  0.12
N  4.56  -3.98  -0.67
C  3.40  -3.47  -0.20
O  2.99  -3.69  0.92
C  2.65  -2.62  -1.22
C  1.94  -3.49  -2.25
C  0.66  -2.71  -2.58
O  -0.04  -2.93  -3.54
N  0.48  -1.79  -1.61
C  -0.60  -0.89  -1.51
C  -1.33  -0.51  -2.64
C  -2.37  0.38  -2.53
C  -2.72  0.93  -1.29
O  -3.78  1.78  -1.30
C  -4.14  2.44  -0.12
C  -3.08  3.45  0.33
O  -2.04  3.63  -0.27
N  -3.39  4.12  1.46
C  -4.62  4.06  2.21
C  -4.40  5.00  3.39
C  -3.42  6.03  2.82
C  -2.51  5.17  1.96
C  -2.00  0.55  -0.17
C  -0.95  -0.35  -0.28
C  1.50  -1.83  -0.58
H  8.87  -4.38  0.18
H  7.93  -5.86  -0.34
H  6.77  -3.21  0.66
H  4.93  -4.94  1.09
H  5.50  -5.82  -0.36
H  4.86  -3.75  -1.61
H  3.35  -1.93  -1.71
H  2.52  -3.68  -3.16
H  1.64  -4.45  -1.83
H  -1.08  -0.93  -3.60
H  -2.93  0.68  -3.40
H  -5.06  2.97  -0.36
H  -4.35  1.72  0.69
H  -5.46  4.39  1.59
H  -4.83  3.03  2.54
H  -3.93  4.47  4.21
H  -5.32  5.45  3.74
H  -3.95  6.75  2.20
H  -2.88  6.57  3.59
H  -1.70  4.72  2.56
H  -2.05  5.70  1.12
H  -2.23  0.95  0.81
H  -0.42  -0.63  0.61
H  1.79  -0.82  -0.29
H  1.15  -2.38  0.31

Summary:
- energy relative to the best compared isomer or geometry (same formula, charge and spin) (eV) = 2.100
- SMILES = C=CCNC(=O)[C@H]1CC(=O)N(c2ccc(OCC(=O)N3CCCC3)cc2)C1



Going through the records in order, we get E_HOMO values of -16.98, -1.98, -11.09, -11.18, -6.49, -8.79, -8.22, -7.71 eV.
Going through the records in order, we get total energy values of -128321.43484, -56524.06471, -82383.49326, -82384.48295, -79890.92570, -47915.97324, -22635.24094, -33806.65781 eV.